Record 1
# C4H7NO

C4H7NO as an isolated structure at a distorted geometry (the ωB97M-V functional and the def2-TZVPD basis, the OMol25 dataset).

Geometry as XYZ:
```
13
Properties=species:S:1:pos:R:3:nbo_charge:R:1
C -0.8814 -1.1261 -0.1609 -0.65
C 0.0040 0.0896 0.0385 0.28
C 1.4027 -0.0519 -0.5385 -0.65
O 0.0777 0.9188 1.6775 -0.78
C -0.5925 1.3722 -0.0180 0.24
N -1.1872 2.3120 -0.3427 -0.38
H -0.4136 -2.0113 0.2780 0.23
H -1.8749 -0.9605 0.2538 0.24
H -1.0061 -1.3473 -1.2379 0.25
H 2.0600 0.6613 -0.0449 0.26
H 1.3904 0.2033 -1.6135 0.25
H 1.7981 -1.0724 -0.4555 0.22
H -0.7772 1.0123 2.1643 0.48
```

The value obtained for the frontier orbital gap is 9.59 eV. Its multiplicity is 1.

Record 2
# C4H9NO2

One molecule with the formula C4H9NO2 (the ωB97M-V functional and the def2-TZVPD basis, the OMol25 dataset).

Geometry as XYZ:
```
16
Properties=species:S:1:pos:R:3:nbo_charge:R:1
H -0.4375 0.3782 -2.4689 0.36
N -0.7222 0.0930 -1.5446 -0.81
C 0.2855 -0.1079 -0.8013 0.82
O 1.5449 0.0759 -1.2486 -0.52
C 2.7528 -0.1314 -0.5247 -0.25
O 0.1167 -0.5124 0.4636 -0.51
C -1.3056 -0.6416 0.8063 -0.07
C -1.9673 0.6977 1.1211 -0.64
H 3.5390 0.1777 -1.2235 0.20
H 2.8101 0.4882 0.3747 0.19
H 2.9038 -1.1837 -0.2656 0.19
H -1.2808 -1.2995 1.6729 0.19
H -1.8458 -1.1334 -0.0103 0.22
H -2.3822 1.1809 0.2311 0.23
H -2.7764 0.5469 1.8445 0.21
H -1.2350 1.3714 1.5732 0.21
```

The value obtained for the frontier orbital gap is 10.50 eV. The SMILES is [H]/N=C(\OC)OCC. Its multiplicity is 1.

Record 3
# C17H32Cl2O2P2Ru

C17H32Cl2O2P2Ru as an isolated structure at a distorted geometry (the ωB97M-V functional and the def2-TZVPD basis, the OMol25 dataset).

Geometry as XYZ:
```
56
Properties=species:S:1:pos:R:3:mulliken_spin:R:1
P 0.1063 -1.9203 1.0354 0.04
P -0.1845 1.6015 1.2697 0.05
C -0.1188 -0.7698 -0.3665 0.02
C 0.2244 0.7248 -0.2655 0.15
H -1.1294 -0.9078 -0.7733 -0.02
H 0.5846 -1.2186 -1.0754 -0.01
H 1.2681 0.9103 -0.5394 0.02
H -0.4129 1.2832 -0.9529 0.03
C -1.8761 2.2329 1.1910 -0.01
H -2.0200 2.7824 2.1348 0.00
H -2.5667 1.3758 1.1490 0.00
H -2.0342 2.8981 0.3302 0.00
C 1.0001 2.9422 1.4958 0.03
H 1.0224 3.6158 0.6300 0.01
H 1.9917 2.4957 1.6625 -0.01
H 0.6812 3.4803 2.4027 0.01
C -1.0412 -3.2894 0.8797 -0.01
H -0.8753 -3.9557 1.7384 0.00
H -0.9080 -3.8515 -0.0515 0.00
H -2.0666 -2.8881 0.9276 0.00
C 1.8578 -2.4176 1.0139 0.01
H 2.4040 -1.6389 1.5810 -0.01
H 2.2470 -2.4995 -0.0126 0.01
H 1.9420 -3.3870 1.5302 0.00
Ru 0.1094 -0.2455 2.3951 2.49
C 0.4846 1.4130 -3.1146 0.07
C -0.8563 1.4944 -2.9950 0.10
C -1.8010 0.7669 -3.8992 0.03
C -1.4066 -0.6981 -4.2626 0.05
C -0.6733 -1.4824 -3.2102 0.21
C 0.6689 -1.5888 -3.1482 0.26
C 1.5978 -0.7763 -3.9970 0.04
C 1.1857 0.7081 -4.2403 -0.02
C -0.1339 -1.8216 3.7734 0.23
H 1.1416 1.9914 -2.4559 0.00
H -1.3330 2.2276 -2.3294 0.01
H -1.9299 1.3187 -4.8484 0.00
H -2.7939 0.7565 -3.4306 0.01
H -2.3511 -1.2247 -4.4714 0.00
H -0.8509 -0.6792 -5.2111 0.02
H -1.3115 -2.0796 -2.5496 0.01
H 1.1511 -2.3809 -2.5584 0.03
H 1.7361 -1.2474 -4.9871 0.03
H 2.5918 -0.7863 -3.5263 0.02
H 2.1207 1.2574 -4.4299 0.00
H 0.6065 0.7593 -5.1732 0.01
H 0.6341 -1.5924 4.5349 0.03
H -0.0741 -2.8744 3.4506 0.00
H -1.1317 -1.5922 4.1903 -0.02
Cl -0.2163 3.4820 5.7357 0.00
C 0.2966 1.8424 6.1919 0.00
Cl -0.9419 0.9022 7.0301 0.00
C 0.6766 1.0542 4.8982 0.01
O 1.7217 0.3943 4.9128 0.02
O -0.1920 1.1889 3.9603 0.05
H 1.1784 1.9138 6.8304 0.00
```

As for the charge: +2. The value obtained for the frontier orbital gap (alpha / beta) is 7.62 / 3.33 eV. As for the expectation value of S²: 6.0165. Its multiplicity is 5.

Record 4
# C3H3IO2

One molecule with the formula C3H3IO2 at a distorted geometry (the ωB97M-V functional and the def2-TZVPD basis, the OMol25 dataset).

Geometry as XYZ:
```
9
Properties=species:S:1:pos:R:3:nbo_charge:R:1
C 0.8925 -0.6189 -0.5149 -0.06
C -0.2285 -0.9960 -0.1307 -0.12
C -1.3507 -0.5730 0.3646 -0.25
O 1.0058 1.0302 -0.6153 -0.24
O -0.1235 1.6430 -0.3038 -0.52
I -1.4559 -0.3459 2.4366 0.21
H 1.8980 -0.8087 -1.0806 0.24
H -2.2032 -0.3752 -0.2975 0.26
H 1.5655 1.0444 0.1416 0.48
```

The value obtained for the frontier orbital gap (alpha / beta) is 8.83 / 8.83 eV. Its multiplicity is 1.

Record 5
# C43H54N2OReS3Sb2

C43H54N2OReS3Sb2 as an isolated structure (the ωB97M-V functional and the def2-TZVPD basis, the OMol25 dataset).

Geometry as XYZ:
```
106
Properties=species:S:1:pos:R:3:mulliken_spin:R:1
Re -0.0421 -0.4320 -0.7574 1.04
C 1.6041 2.1415 -2.2954 0.04
C 1.5545 2.2828 -0.8100 0.00
C 2.2746 3.3606 -0.2567 0.01
C 2.1868 3.6603 1.0712 0.00
C 1.3248 2.8941 1.8783 -0.01
C 1.0701 3.2015 3.2336 -0.01
C 0.1696 2.4690 3.9583 0.00
C -0.4876 1.3815 3.3629 -0.01
C -0.2198 1.0371 2.0587 0.02
S -0.8795 -0.4060 1.3199 -0.05
C 0.6714 1.7995 1.2798 0.01
N 0.8239 1.4658 -0.0473 0.02
H 1.3431 3.1069 -2.7339 0.01
H 0.9112 1.3986 -2.6744 -0.04
H 2.6164 1.9064 -2.6313 0.00
H 2.8839 3.9545 -0.9256 0.00
H 2.7376 4.4903 1.4977 0.00
H 1.5879 4.0416 3.6810 0.00
H -0.0349 2.7165 4.9914 0.00
H -1.1909 0.7910 3.9383 0.00
C -3.9650 0.2693 0.2035 0.00
Sb -2.6790 -0.2691 -1.3939 -0.05
C -3.2410 1.0715 -2.9433 0.00
C -3.6840 -2.0680 -2.0430 0.00
C -3.8920 -3.0348 -0.9169 0.01
C -5.0464 -2.9307 -0.1393 0.00
C -5.2762 -3.7729 0.9343 0.00
C -4.3476 -4.7558 1.2453 0.00
C -3.2106 -4.8892 0.4686 0.00
C -2.9645 -4.0452 -0.6157 0.00
C -1.7230 -4.2605 -1.4262 0.01
Sb -0.0686 -3.1134 -0.6879 0.03
C 1.5510 -4.0276 -1.7142 0.00
C 0.1589 -3.9286 1.2586 -0.01
H -3.7885 -0.3667 1.0673 0.00
H -5.0016 0.1693 -0.1145 0.00
H -3.7450 1.3059 0.4459 0.00
H -3.6368 0.5162 -3.7926 0.00
H -2.3831 1.6670 -3.2409 0.00
H -4.0154 1.7275 -2.5471 0.00
H -3.1530 -2.4986 -2.8898 0.00
H -4.6470 -1.7077 -2.4122 0.00
H -5.7901 -2.1842 -0.3966 0.00
H -6.1846 -3.6748 1.5143 0.00
H -4.5213 -5.4326 2.0715 0.00
H -2.5067 -5.6850 0.6878 0.00
H -1.8465 -4.0461 -2.4865 0.00
H -1.3937 -5.2978 -1.3440 0.00
H 1.4204 -5.1080 -1.6578 0.00
H 2.4986 -3.7627 -1.2439 0.00
H 1.5590 -3.7227 -2.7591 0.00
H 0.2137 -5.0141 1.1864 0.00
H -0.6876 -3.6444 1.8806 0.00
H 1.0803 -3.5478 1.7011 0.00
C 2.5927 -0.8999 4.0463 0.00
C 4.0311 -0.9111 3.5297 0.00
C 4.7393 0.3528 4.0441 0.00
C 4.7325 -2.1613 4.0816 0.00
C 4.0874 -0.9148 2.0063 0.01
C 5.3404 -1.0053 1.3721 0.00
C 5.4724 -1.0429 0.0024 0.00
C 4.3181 -0.9716 -0.7672 0.00
S 4.1671 -1.0567 -2.4942 0.00
C 2.4665 -0.9172 -2.3396 0.07
N 2.0262 -0.7964 -1.1083 -0.07
C 3.0617 -0.8454 -0.1690 0.00
C 2.9469 -0.8274 1.2224 -0.01
C 1.4783 -0.9732 -3.3830 -0.07
C 1.8370 -1.2108 -4.7075 -0.02
C 0.8572 -1.3285 -5.6747 0.05
C -0.4704 -1.2188 -5.2845 -0.04
C -0.8090 -0.9752 -3.9604 0.02
C 0.1348 -0.8144 -2.9360 -0.02
H 2.5992 -0.9187 5.1372 0.00
H 2.0270 -1.7728 3.7056 0.00
H 2.0660 0.0045 3.7357 0.00
H 4.6960 0.3880 5.1344 0.00
H 4.2569 1.2517 3.6523 0.00
H 5.7898 0.3766 3.7520 0.00
H 4.6914 -2.1564 5.1719 0.00
H 5.7828 -2.2068 3.7935 0.00
H 4.2432 -3.0712 3.7280 0.00
H 6.2368 -1.0590 1.9756 0.00
H 6.4481 -1.1307 -0.4586 0.00
H 1.9665 -0.7631 1.6751 -0.01
H 2.8825 -1.3192 -4.9754 0.00
H 1.1181 -1.5127 -6.7082 0.00
H -1.2577 -1.3235 -6.0210 0.00
H -1.8684 -0.9101 -3.7673 0.02
C -1.0922 6.4105 -0.4062 0.00
C -1.5183 5.1290 -1.1043 0.00
S -1.6632 3.7353 0.0454 0.01
O -1.9091 2.5291 -0.8144 0.02
C -3.2507 4.1541 0.8148 0.00
C -4.4234 4.1784 -0.1529 0.00
H -1.0334 7.2222 -1.1304 0.00
H -0.1134 6.3023 0.0625 0.00
H -1.8053 6.7144 0.3615 0.00
H -0.7619 4.7873 -1.8145 0.00
H -2.4577 5.2300 -1.6485 0.00
H -3.0927 5.1086 1.3225 0.00
H -3.3756 3.4049 1.5989 0.00
H -4.5328 5.1495 -0.6328 0.00
H -5.3510 3.9670 0.3766 0.00
H -4.2958 3.4197 -0.9287 0.00
```

As for the charge: +2. The value obtained for the frontier orbital gap (alpha / beta) is 6.04 / 6.46 eV. As for the expectation value of S²: 0.7695. Its multiplicity is 2.

Record 6
# C4H4NO2S

An isolated ion of composition C4H4NO2S and charge -1 at a distorted geometry (the ωB97M-V functional and the def2-TZVPD basis, the OMol25 dataset).

Geometry as XYZ:
```
12
Properties=species:S:1:pos:R:3:nbo_charge:R:1
C -2.0208 -0.3093 0.0311 -0.62
C -1.4029 -1.4524 0.0329 0.75
C -1.4295 1.0489 0.0850 0.62
C 2.7996 -0.3625 -0.0009 -0.81
N -0.1089 1.0845 -0.0115 -0.84
O -0.8387 -2.4673 -0.2068 -0.49
O -2.1264 2.0555 0.0310 -0.70
S 1.3642 -0.2007 0.8589 0.16
H -3.1297 -0.5173 -0.1246 0.26
H 3.0791 -1.2300 -0.6402 0.16
H 3.3559 0.4577 -0.1550 0.15
H 0.4580 1.8929 0.1002 0.37
```

As for the charge: -1. The value obtained for the frontier orbital gap is 7.04 eV. Its multiplicity is 1.

The calculation returns the following relative energy (zero: lowest compared OMol25 entry of this formula, charge and spin) values, one per record and in order: 343.5; 166.5; 0.0; 722.7; 0.0; 240.5 kJ/mol.